(1)
DFT (the ωB97M-V functional and the def2-TZVPD basis) results for 9 unconnected molecules or ions with the total composition C36H67BN10O23P2S in a non-equilibrium geometry.

Positions of all 140 atoms, in Å:
C -5.526 2.735 -2.956
C -4.945 3.740 -1.773
C -3.300 3.542 -1.607
O -3.113 2.400 -0.652
C -1.674 2.011 -0.828
C -1.037 1.675 0.672
C 0.206 2.563 1.352
C 0.837 3.841 0.541
C 1.530 3.470 -0.903
C 1.384 4.839 -1.854
C 1.546 4.536 -3.457
C 0.056 4.445 -4.203
C 0.084 3.619 -5.620
C -1.252 2.636 -5.619
C -0.734 1.172 -5.049
O 0.261 0.528 -5.946
C 0.114 -0.948 -5.824
C 1.009 -1.767 -4.674
O -0.769 -1.585 -6.623
C 0.730 2.107 2.859
B 1.952 2.904 3.687
C 1.521 3.388 5.235
O 3.307 3.123 3.110
C 0.055 0.832 3.706
C -1.164 0.039 2.951
C -1.741 0.375 1.453
N -2.840 -0.405 0.765
C -3.949 -0.820 1.707
C -5.508 -0.795 1.114
P -5.965 -0.283 -0.674
N -7.471 0.354 -0.600
C -6.788 -1.260 2.084
C -6.596 -1.773 3.632
C -5.043 -1.794 4.240
C -4.883 -2.276 5.801
P -5.513 -0.834 6.950
O -6.346 -1.438 8.190
O -4.193 0.081 7.657
O -6.555 0.288 6.113
C -3.776 -1.340 3.254
S -1.981 -1.403 3.904
H -5.862 3.399 -3.859
H -4.706 1.996 -3.356
H -6.402 2.084 -2.498
H -5.519 3.483 -0.782
H -5.206 4.842 -2.127
H -2.901 4.563 -1.172
H -2.879 3.311 -2.675
H -1.168 2.925 -1.357
H -1.566 1.032 -1.488
H 1.618 4.476 1.141
H -0.076 4.578 0.321
H 2.685 3.257 -0.852
H 1.044 2.523 -1.417
H 0.329 5.366 -1.713
H 2.186 5.664 -1.576
H 2.248 3.637 -3.724
H 2.057 5.504 -3.931
H -0.673 3.989 -3.393
H -0.356 5.527 -4.452
H 0.043 4.365 -6.540
H 1.095 3.030 -5.727
H -2.119 3.088 -4.960
H -1.623 2.434 -6.731
H -1.649 0.468 -4.832
H -0.175 1.342 -4.021
H 0.691 -1.306 -3.624
H 0.699 -2.902 -4.738
H 2.175 -1.616 -4.839
H 0.486 2.883 5.551
H 2.301 3.004 6.047
H 1.329 4.549 5.291
H 3.774 3.732 3.776
H 0.461 0.531 4.778
H -2.437 -1.254 0.269
H -6.014 -1.481 -1.495
H -4.980 0.604 -1.239
H -8.111 -0.243 -1.192
H -7.891 -1.219 1.639
H -7.548 -2.064 4.248
H -3.762 -2.491 6.072
H -5.506 -3.229 6.089
H -4.393 1.051 7.403
H -7.398 -0.238 5.934
C 5.292 -2.978 -6.488
N 4.942 -3.633 -5.198
O 5.589 -4.638 -4.881
O 4.029 -3.119 -4.542
H 6.108 -3.532 -6.956
H 4.401 -2.995 -7.119
H 5.600 -1.954 -6.264
C 0.594 -6.180 -3.724
N -0.043 -5.184 -2.821
O -0.666 -4.257 -3.351
O 0.101 -5.361 -1.606
H 0.387 -5.902 -4.759
H 1.668 -6.164 -3.527
H 0.163 -7.157 -3.494
C 6.464 2.587 6.675
N 5.578 3.450 5.849
O 5.995 3.786 4.734
O 4.489 3.766 6.342
H 7.384 2.389 6.120
H 6.681 3.127 7.600
H 5.927 1.658 6.875
C 3.071 -1.091 7.732
N 3.932 -0.269 6.839
O 3.453 0.076 5.752
O 5.064 0.006 7.254
H 2.109 -1.255 7.242
H 3.584 -2.039 7.903
H 2.940 -0.537 8.664
C -8.029 -5.138 -0.376
N -7.944 -3.685 -0.069
O -8.720 -3.242 0.786
O -7.101 -3.031 -0.693
H -8.809 -5.586 0.243
H -8.274 -5.237 -1.436
H -7.056 -5.580 -0.151
C 10.882 2.536 7.594
N 9.676 2.102 8.350
O 9.650 0.933 8.752
O 8.789 2.948 8.518
H 11.575 1.695 7.522
H 10.553 2.850 6.601
H 11.335 3.364 8.143
C -2.769 -5.309 -6.600
N -2.861 -6.739 -6.200
O -3.851 -7.372 -6.583
O -1.935 -7.186 -5.513
H -3.646 -5.052 -7.198
H -2.738 -4.713 -5.686
H -1.855 -5.188 -7.185
C 8.487 -3.744 -3.899
N 9.347 -2.923 -4.792
O 8.869 -2.578 -5.879
O 10.479 -2.647 -4.377
H 7.525 -3.909 -4.389
H 9.000 -4.693 -3.728
H 8.355 -3.190 -2.967

The structure (SMILES) is CCCOCc1c(CCCCCCCCOC(C)=O)c(B(C)O)cc2c1Nc1c([PH2]=N)ccc(CP(=O)(O)O)c1S2.C[N+](=O)[O-].C[N+](=O)[O-].C[N+](=O)[O-].C[N+](=O)[O-].C[N+](=O)[O-].C[N+](=O)[O-].C[N+](=O)[O-].C[N+](=O)[O-]. Its total energy is -130455.491 eV. Its LUMO energy is -0.695 eV. The gap between HOMO and LUMO is 0.257 Eh.

(2)
DFT (the ωB97M-V functional and the def2-TZVPD basis) results for C10H14N4O5 in the gas phase in a non-equilibrium geometry.

Positions of all 33 atoms, in Å:
C 0.113 1.368 -2.787
C -0.880 1.345 -1.534
C 0.419 -0.046 -3.288
C 0.870 -0.935 -2.169
C -1.091 1.094 0.909
C -0.326 1.710 2.054
C -1.570 -0.343 1.175
C -0.474 -1.262 1.605
C 0.032 -1.476 2.833
C 0.963 -2.886 1.405
H 1.084 2.997 -1.988
H 1.966 1.523 -1.925
H -0.488 1.924 -3.508
H -0.531 -0.432 -3.686
H 1.212 -0.078 -4.048
H 0.123 -2.235 -0.794
H 0.660 0.958 -0.193
H -1.976 1.705 0.713
H -2.247 -0.203 2.024
H -2.128 -0.782 0.337
H -0.062 -0.980 3.804
H 1.713 -3.586 1.028
H 1.582 -2.872 3.430
H -0.519 2.259 3.816
N 1.353 2.134 -2.451
N -0.300 1.171 -0.315
N 0.060 -2.206 0.695
N 1.004 -2.497 2.679
O -2.063 1.376 -1.713
O 1.825 -0.731 -1.444
O -0.054 -1.900 -1.896
O 0.833 2.008 2.075
O -1.105 1.878 3.156

Its relative energy (zero: lowest compared OMol25 entry of this formula, charge and spin) is 79.1 kJ/mol. The structure (SMILES) is N[C@@H](CC(=O)O)C(=O)N[C@@H](Cc1c[nH]cn1)C(=O)O. Its total energy is -26796.531 eV. Its LUMO energy is 0.301 eV. The gap between HOMO and LUMO is 0.329 Eh.

Number 2 is which compound? C10H14N4O5

Which of these has the lowest LUMO? C36H67BN10O23P2S

Which of these has the lowest gap between HOMO and LUMO? C36H67BN10O23P2S